(1)
{"formula": "C28H33ClN7PdS", "method": "wB97M-V/def2-TZVPD", "homo_lumo_gap_ev": [6.27, 5.70], "lumo_ev": [-2.74, -3.35], "max_force_ha_per_bohr": 0.0613, "s_squared": 2.0672, "multiplicity": 3, "relative_energy_kj_mol": 290.45, "total_charge": 1, "homo_energy_ev": [-9.01, -9.06], "elements": ["Pd", "C", "N", "C", "C", "N", "C", "C", "C", "C", "C", "C", "N", "C", "N", "C", "C", "C", "C", "C", "C", "N", "H", "H", "H", "H", "H", "H", "H", "H", "H", "H", "H", "H", "H", "H", "H", "C", "C", "N", "C", "S", "N", "C", "C", "H", "H", "H", "H", "H", "H", "H", "H", "H", "H", "H", "H", "Cl", "C", "C", "C", "C", "C", "C", "C", "H", "H", "H", "H", "H", "H"], "coordinates": [[-0.57, -0.19, 0.84], [-1.08, 2.32, 3.14], [-1.93, 1.95, 2.02], [-1.99, 2.88, 0.91], [-0.76, 2.77, 0.06], [0.12, 1.81, 0.16], [1.11, 2.09, -0.79], [2.27, 1.40, -1.09], [3.07, 1.91, -2.10], [2.71, 3.07, -2.79], [1.56, 3.78, -2.49], [0.77, 3.26, -1.47], [-0.42, 3.68, -0.89], [-0.07, 1.27, 3.51], [0.31, 0.25, 2.80], [1.30, -0.39, 3.53], [2.05, -1.53, 3.23], [2.99, -1.94, 4.15], [3.18, -1.24, 5.36], [2.44, -0.12, 5.67], [1.50, 0.29, 4.73], [0.60, 1.34, 4.69], [-1.67, 2.57, 4.03], [-0.52, 3.23, 2.88], [-2.85, 1.64, 2.30], [-2.10, 3.93, 1.23], [-2.86, 2.64, 0.30], [2.54, 0.50, -0.55], [3.99, 1.40, -2.36], [3.36, 3.44, -3.58], [1.29, 4.68, -3.02], [-0.96, 4.49, -1.15], [1.90, -2.05, 2.29], [3.59, -2.81, 3.95], [3.92, -1.60, 6.06], [2.59, 0.41, 6.60], [0.47, 2.04, 5.40], [2.65, -2.29, -6.07], [2.74, -1.18, -5.03], [2.57, -1.70, -3.67], [1.56, -1.56, -2.83], [1.38, -2.38, -1.40], [0.60, -0.58, -3.13], [-0.61, -0.39, -2.62], [-2.23, -2.77, -2.31], [2.79, -1.87, -7.06], [1.68, -2.78, -6.03], [3.43, -3.04, -5.90], [1.99, -0.42, -5.22], [3.71, -0.68, -5.07], [3.23, -2.42, -3.39], [0.77, 0.05, -3.90], [-1.60, 0.13, -0.81], [-0.71, -1.85, -0.81], [-1.80, -2.84, -3.29], [-2.88, -0.64, -2.08], [-2.83, -3.47, -1.74], [-1.82, -1.36, -1.50], [-2.70, -1.61, 0.18], [-1.96, -2.28, 1.12], [-2.40, -2.30, 2.46], [-3.58, -1.64, 2.78], [-4.35, -1.04, 1.81], [-3.98, -1.04, 0.43], [-4.83, -0.53, -0.54], [-1.14, -2.93, 0.81], [-1.83, -2.82, 3.21], [-3.93, -1.64, 3.81], [-5.30, -0.59, 2.08], [-4.67, -0.63, -1.60], [-5.78, -0.10, -0.23]]}

(2)
{"formula": "C28H33F3O3", "method": "wB97M-V/def2-TZVPD", "homo_lumo_gap_ev": 1.84, "lumo_ev": -4.19, "max_force_ha_per_bohr": 0.0298, "multiplicity": 1, "relative_energy_kj_mol": 21.59, "homo_energy_ev": -6.02, "elements": ["C", "C", "O", "C", "C", "C", "O", "C", "C", "C", "C", "C", "C", "C", "C", "C", "C", "O", "H", "H", "H", "H", "H", "H", "H", "H", "H", "H", "H", "H", "H", "H", "H", "H", "H", "H", "H", "H", "H", "H", "H", "H", "H", "F", "C", "C", "C", "F", "C", "C", "C", "C", "C", "C", "C", "C", "F", "C", "C", "H", "H", "H", "H", "H", "H", "H", "H"], "coordinates": [[2.84, -1.07, 0.57], [1.64, -0.17, 0.67], [0.86, -0.55, 1.81], [-0.24, 0.25, 1.92], [-1.11, -0.16, 3.03], [-2.40, 0.43, 3.24], [-3.20, -0.07, 4.06], [-2.87, 1.62, 2.42], [-3.33, 1.18, 1.04], [-4.72, 0.54, 0.98], [-4.72, -0.89, 0.39], [-4.60, -1.98, 1.47], [-3.71, -3.16, 1.03], [-2.23, -2.90, 1.36], [-1.90, -3.15, 2.83], [-0.54, -2.62, 3.28], [-0.61, -1.23, 3.94], [-0.40, 1.17, 1.12], [3.41, -0.79, -0.32], [3.50, -0.95, 1.44], [2.56, -2.12, 0.47], [1.94, 0.88, 0.76], [1.02, -0.26, -0.24], [-3.70, 2.09, 2.95], [-2.03, 2.32, 2.29], [-3.31, 2.06, 0.37], [-2.57, 0.50, 0.63], [-5.18, 0.54, 1.98], [-5.35, 1.17, 0.33], [-5.66, -1.04, -0.15], [-3.90, -0.98, -0.34], [-4.20, -1.54, 2.40], [-5.60, -2.35, 1.71], [-4.05, -4.06, 1.55], [-3.81, -3.32, -0.05], [-1.59, -3.53, 0.73], [-1.97, -1.86, 1.10], [-2.69, -2.72, 3.47], [-1.92, -4.24, 2.99], [-0.11, -3.32, 4.00], [0.14, -2.53, 2.42], [0.38, -0.96, 4.31], [-1.31, -1.29, 4.79], [0.75, 5.08, -3.33], [1.75, 4.51, -2.56], [2.18, 5.21, -1.44], [3.20, 4.61, -0.70], [3.67, 5.27, 0.42], [3.77, 3.40, -1.04], [3.31, 2.68, -2.19], [3.94, 1.44, -2.45], [3.75, 0.51, -3.50], [4.54, -0.68, -3.45], [4.41, -1.68, -4.40], [3.49, -1.55, -5.45], [2.74, -0.38, -5.51], [1.84, -0.25, -6.55], [2.85, 0.65, -4.60], [2.26, 3.28, -2.95], [1.74, 6.16, -1.15], [4.57, 2.96, -0.45], [4.74, 1.20, -1.74], [5.25, -0.77, -2.63], [5.03, -2.57, -4.32], [3.38, -2.33, -6.20], [2.25, 1.54, -4.73], [1.85, 2.79, -3.82]]}

(3)
{"formula": "C28H33Ge2N5OS3V", "method": "wB97M-V/def2-TZVPD", "homo_lumo_gap_ev": [6.28, 6.61], "lumo_ev": [1.80, 1.80], "max_force_ha_per_bohr": 0.0144, "s_squared": 2.0226, "multiplicity": 3, "relative_energy_kj_mol": 184.03, "total_charge": -1, "homo_energy_ev": [-4.48, -4.81], "elements": ["V", "N", "C", "S", "N", "N", "C", "C", "C", "C", "C", "C", "C", "O", "H", "H", "H", "H", "H", "H", "H", "C", "C", "Ge", "C", "C", "C", "C", "Ge", "C", "C", "C", "C", "C", "C", "C", "C", "C", "C", "H", "H", "H", "H", "H", "H", "H", "H", "H", "H", "H", "H", "H", "H", "H", "H", "H", "H", "H", "H", "H", "H", "H", "H", "H", "H", "S", "C", "S", "C", "C", "N", "C", "N"], "coordinates": [[0.42, -1.57, 0.22], [-3.59, 0.58, -0.83], [-1.28, 0.05, -1.16], [-0.03, -0.80, -2.18], [-1.53, -0.64, 0.13], [-1.43, -2.01, -0.03], [-2.17, -3.03, -0.01], [-1.53, -4.34, 0.00], [-2.34, -5.48, -0.08], [-1.80, -6.75, -0.11], [-0.41, -6.88, -0.07], [0.41, -5.78, 0.01], [-0.11, -4.46, 0.05], [0.72, -3.46, 0.16], [-3.46, 1.58, -0.66], [-3.17, 0.08, 0.01], [-3.27, -2.96, -0.01], [-3.41, -5.35, -0.12], [-2.44, -7.62, -0.17], [0.04, -7.87, -0.09], [1.48, -5.88, 0.06], [-2.88, 0.69, 2.85], [-1.69, 1.56, 3.23], [-0.67, 2.44, 1.80], [0.83, 3.30, 2.69], [1.87, 3.93, 1.77], [-1.95, 3.66, 0.87], [-2.02, 3.25, -0.41], [-0.57, 1.86, -0.58], [-2.62, 0.13, -1.88], [-5.01, 0.27, -1.06], [0.80, 2.47, -1.85], [0.99, 3.98, -1.89], [-2.97, 3.75, -1.44], [-4.21, 4.28, -1.09], [-5.11, 4.70, -2.06], [-4.79, 4.58, -3.41], [-3.56, 4.03, -3.77], [-2.67, 3.62, -2.80], [-3.42, 0.34, 3.73], [-2.55, -0.17, 2.28], [-3.60, 1.26, 2.24], [-0.97, 0.99, 3.82], [-2.02, 2.41, 3.84], [1.29, 2.54, 3.32], [0.41, 4.04, 3.38], [2.26, 3.19, 1.06], [2.73, 4.31, 2.32], [1.43, 4.76, 1.20], [-2.56, 4.47, 1.26], [-2.92, -0.87, -2.21], [-2.65, 0.82, -2.73], [-5.60, 0.61, -0.22], [-5.12, -0.81, -1.18], [-5.34, 0.77, -1.97], [0.51, 2.08, -2.83], [1.73, 1.95, -1.59], [0.05, 4.50, -2.09], [1.70, 4.26, -2.68], [1.38, 4.37, -0.95], [-4.48, 4.37, -0.04], [-6.07, 5.11, -1.77], [-5.49, 4.90, -4.17], [-3.29, 3.93, -4.82], [-1.71, 3.19, -3.08], [2.28, -0.04, 0.50], [2.03, -0.22, 2.22], [0.68, -1.19, 2.68], [2.87, 0.38, 3.14], [3.97, 1.19, 2.74], [4.86, 1.86, 2.44], [2.63, 0.26, 4.54], [2.44, 0.16, 5.67]]}

(4)
{"formula": "C28H33MoN2O", "method": "wB97M-V/def2-TZVPD", "homo_lumo_gap_ev": [5.53, 5.10], "lumo_ev": [-3.98, -4.40], "max_force_ha_per_bohr": 0.1062, "s_squared": 2.0249, "multiplicity": 3, "total_charge": 1, "homo_energy_ev": [-9.51, -9.50], "elements": ["C", "C", "C", "H", "C", "C", "H", "C", "C", "C", "H", "C", "C", "H", "H", "H", "H", "H", "H", "Mo", "C", "C", "C", "H", "H", "H", "H", "H", "H", "C", "C", "H", "H", "O", "N", "C", "H", "C", "C", "H", "C", "H", "C", "H", "C", "H", "C", "H", "H", "H", "C", "C", "C", "C", "C", "C", "N", "H", "H", "H", "H", "H", "H", "H", "H"], "coordinates": [[-1.55, 0.53, 2.81], [-0.36, 1.22, 2.46], [-0.45, 1.57, 1.08], [0.44, 1.54, 3.12], [-1.66, 1.01, 0.53], [-2.34, 0.37, 1.62], [-2.02, 1.08, -0.49], [0.87, -2.87, 2.07], [1.15, -1.69, 2.84], [1.78, -0.75, 1.96], [1.05, -1.56, 3.92], [1.91, -1.36, 0.66], [1.35, -2.68, 0.75], [0.22, 2.24, 0.54], [-3.36, 0.01, 1.57], [-1.89, 0.31, 3.82], [1.33, -3.41, -0.05], [2.20, 0.22, 2.23], [0.48, -3.81, 2.47], [-0.41, -0.69, 1.12], [2.48, -0.63, -0.54], [2.89, -1.63, -1.62], [3.68, 0.26, -0.14], [3.64, -2.34, -1.25], [3.35, -1.09, -2.46], [2.02, -2.20, -1.96], [4.48, -0.33, 0.34], [3.40, 1.08, 0.53], [4.13, 0.70, -1.05], [1.36, 0.36, -1.00], [0.81, 0.00, -2.33], [1.63, 1.42, -0.95], [0.38, 0.27, -0.40], [0.29, -1.12, -2.45], [0.91, 0.99, -3.31], [-0.13, 2.03, -3.21], [1.02, 0.61, -4.25], [0.18, 3.15, -2.24], [-0.86, 3.96, -1.77], [-1.87, 3.73, -2.09], [-0.60, 5.04, -0.92], [-1.44, 5.65, -0.57], [0.71, 5.36, -0.56], [0.90, 6.24, 0.05], [1.76, 4.56, -1.02], [2.79, 4.80, -0.74], [1.50, 3.46, -1.86], [2.32, 2.85, -2.23], [-1.08, 1.53, -2.90], [-0.29, 2.45, -4.22], [-2.45, -2.57, 3.35], [-2.56, -2.87, 1.93], [-3.44, -3.83, 1.37], [-3.33, -3.74, -0.03], [-2.42, -2.69, -0.30], [-2.04, -2.16, -1.60], [-1.92, -2.21, 0.90], [-3.05, -1.69, 3.62], [-1.42, -2.40, 3.66], [-2.85, -3.41, 3.92], [-4.06, -4.49, 1.97], [-3.81, -4.34, -0.79], [-0.99, -2.39, -1.82], [-2.64, -2.61, -2.40], [-2.15, -1.06, -1.67]]}

(5)
{"formula": "C28H33N7O6PPd", "method": "wB97M-V/def2-TZVPD", "homo_lumo_gap_ev": [7.41, 5.18], "lumo_ev": [-2.88, -5.54], "max_force_ha_per_bohr": 0.0148, "s_squared": 6.0519, "multiplicity": 5, "relative_energy_kj_mol": 154.72, "total_charge": 1, "homo_energy_ev": [-10.29, -10.71], "elements": ["Pd", "O", "N", "N", "O", "C", "C", "C", "C", "C", "C", "H", "H", "H", "H", "H", "C", "N", "C", "C", "C", "C", "C", "N", "C", "C", "C", "C", "C", "C", "H", "H", "H", "H", "H", "H", "H", "H", "H", "H", "H", "N", "C", "O", "C", "C", "N", "C", "N", "H", "H", "C", "C", "O", "P", "O", "C", "C", "O", "C", "C", "H", "H", "H", "H", "H", "H", "H", "H", "H", "H", "H", "H", "H", "H", "H"], "coordinates": [[0.13, 0.43, -0.30], [-1.88, -0.83, -0.74], [-1.78, -2.09, -0.84], [-0.65, -2.57, -0.52], [0.35, -1.83, -0.11], [-0.44, -3.98, -0.62], [-1.49, -4.84, -0.92], [-1.24, -6.20, -1.03], [0.04, -6.70, -0.84], [1.08, -5.83, -0.52], [0.85, -4.47, -0.41], [-2.48, -4.45, -1.06], [-2.05, -6.87, -1.25], [0.23, -7.76, -0.93], [2.08, -6.21, -0.36], [1.64, -3.79, -0.14], [2.94, -1.08, -1.39], [2.21, 0.17, -1.26], [2.87, 1.27, -1.40], [2.37, 2.48, -0.88], [2.95, 3.79, -0.90], [2.16, 4.55, -0.09], [1.13, 3.67, 0.41], [1.25, 2.45, -0.07], [3.67, -1.33, -0.08], [2.96, -1.24, 1.12], [3.61, -1.40, 2.33], [4.98, -1.65, 2.36], [5.68, -1.74, 1.17], [5.03, -1.59, -0.05], [3.66, -1.02, -2.21], [2.23, -1.88, -1.59], [3.87, 1.28, -1.85], [3.83, 4.09, -1.45], [2.29, 5.59, 0.16], [0.33, 3.93, 1.09], [1.90, -1.02, 1.11], [3.52, -1.33, 4.37], [5.49, -1.78, 3.30], [6.74, -1.94, 1.19], [5.60, -1.66, -0.97], [-1.63, -1.24, 2.23], [-0.39, -0.83, 2.50], [0.09, 0.21, 2.01], [0.36, -1.66, 3.48], [1.65, -1.59, 3.82], [2.91, -1.36, 3.56], [-0.42, -2.61, 4.21], [-1.07, -3.40, 4.75], [-2.15, -0.77, 1.50], [-2.04, -2.05, 2.67], [-5.04, 1.61, -2.42], [-3.74, 0.95, -2.02], [-3.20, 1.68, -0.90], [-1.65, 2.03, -0.67], [-1.21, 3.01, -1.83], [-2.00, 4.16, -2.23], [-2.30, 4.09, -3.71], [-1.85, 3.03, 0.57], [-2.40, 2.57, 1.82], [-2.96, 3.76, 2.56], [-5.51, 1.05, -3.23], [-4.88, 2.63, -2.75], [-5.72, 1.62, -1.57], [-3.02, 0.95, -2.85], [-3.89, -0.08, -1.71], [-1.41, 5.05, -2.00], [-2.92, 4.20, -1.64], [-1.38, 4.08, -4.29], [-2.88, 4.97, -4.00], [-2.88, 3.20, -3.95], [-1.60, 2.09, 2.40], [-3.19, 1.84, 1.63], [-2.18, 4.49, 2.78], [-3.40, 3.43, 3.51], [-3.74, 4.24, 1.97]]}

(6)
{"formula": "C28H34BN7RhSe", "method": "wB97M-V/def2-TZVPD", "homo_lumo_gap_ev": 7.41, "lumo_ev": -4.18, "max_force_ha_per_bohr": 0.0197, "multiplicity": 1, "relative_energy_kj_mol": 10.94, "total_charge": 1, "homo_energy_ev": -11.58, "elements": ["Rh", "B", "N", "C", "C", "C", "N", "N", "C", "C", "C", "N", "H", "H", "H", "H", "H", "H", "H", "H", "C", "C", "C", "C", "N", "C", "Se", "N", "C", "C", "C", "C", "C", "C", "C", "C", "C", "C", "H", "H", "H", "H", "H", "H", "H", "H", "H", "H", "H", "H", "H", "H", "H", "H", "H", "H", "H", "H", "H", "H", "N", "C", "C", "C", "C", "C", "C", "C", "H", "H", "H", "H"], "coordinates": [[0.97, 1.28, -1.69], [2.34, 4.43, -2.74], [0.82, 4.15, -2.46], [-0.10, 5.12, -2.56], [-1.35, 4.61, -2.24], [-1.12, 3.28, -1.95], [0.19, 3.02, -2.10], [3.21, 3.19, -2.37], [4.55, 3.22, -2.39], [5.03, 1.97, -2.01], [3.90, 1.22, -1.78], [2.81, 1.97, -2.01], [2.48, 4.68, -3.91], [2.67, 5.34, -2.02], [0.20, 6.11, -2.86], [-2.29, 5.13, -2.24], [-1.80, 2.49, -1.69], [5.06, 4.12, -2.68], [6.06, 1.66, -1.94], [3.81, 0.18, -1.49], [0.55, -4.29, -3.01], [0.44, -4.57, -1.51], [1.62, -4.04, -0.71], [1.66, -2.52, -0.60], [0.50, -1.99, 0.12], [-0.52, -1.27, -0.38], [-0.69, -0.64, -2.15], [-1.40, -1.03, 0.60], [-2.68, -0.33, 0.48], [-3.85, -1.31, 0.46], [-5.19, -0.59, 0.30], [-5.54, 0.33, 1.46], [-0.92, -1.56, 1.79], [-1.41, -1.51, 3.09], [-0.63, -2.09, 4.07], [0.60, -2.70, 3.76], [1.08, -2.75, 2.47], [0.29, -2.16, 1.49], [-0.27, -4.76, -3.56], [1.49, -4.70, -3.40], [0.53, -3.23, -3.23], [0.37, -5.65, -1.35], [-0.50, -4.15, -1.12], [2.55, -4.35, -1.18], [1.61, -4.47, 0.30], [1.66, -2.06, -1.59], [2.55, -2.18, -0.06], [-2.66, 0.25, -0.44], [-2.74, 0.37, 1.32], [-3.86, -1.89, 1.39], [-3.70, -2.01, -0.36], [-5.97, -1.35, 0.19], [-5.19, -0.03, -0.64], [-5.49, -0.20, 2.41], [-6.55, 0.73, 1.36], [-4.87, 1.19, 1.52], [-2.35, -1.02, 3.32], [-0.97, -2.06, 5.10], [1.18, -3.13, 4.57], [2.03, -3.21, 2.25], [0.54, 0.88, 5.59], [0.65, 1.06, 4.46], [0.77, 1.25, 3.03], [-0.29, 1.79, 2.31], [-0.21, 1.89, 0.93], [0.93, 1.46, 0.27], [2.01, 0.98, 0.99], [1.93, 0.86, 2.37], [-1.18, 2.12, 2.83], [-1.05, 2.31, 0.39], [2.93, 0.68, 0.50], [2.77, 0.47, 2.93]]}